The following is a quantum chemistry calculation of a structure of composition C5H8N2O2, from OMol25.

Summary:
**Kohn-Sham gap**: 9.9 eV
**ΔE to the lowest compared entry with this formula, charge and spin**: 3.2218 eV
**HOMO energy**: -9.163 eV

CARTESIAN COORDINATES (ANGSTROEM)
C -0.840 0.656 0.874
C -0.765 -0.590 -0.023
C 0.724 -1.376 0.006
C -0.273 1.257 -0.410
N 1.552 -1.221 1.080
C 0.294 2.430 -0.695
O -1.892 -1.468 -0.036
N 1.045 -2.217 -0.923
O -0.727 0.295 -1.176
H -2.490 -1.057 -0.682
H 1.670 -0.277 1.423
H 2.445 -1.675 0.910
H 0.291 -2.233 -1.622
H -0.208 0.680 1.761
H -1.857 0.962 1.147
H 0.549 2.673 -1.720
H 0.482 3.159 0.085

Force components x, y, z for each atom (eV/Å):
C 1.34 -0.19 0.17
C 0.49 -1.47 0.75
C -2.00 -1.23 -1.73
C -0.49 4.08 2.49
N 0.22 0.55 0.44
C -0.03 -0.71 -0.41
O 1.70 0.98 -0.61
N -1.03 1.51 0.73
O -0.25 -2.63 -2.06
H -0.01 -0.21 0.23
H -0.12 -0.13 0.06
H -0.21 0.06 0.04
H 0.28 -0.24 0.29
H -0.13 -0.07 -0.01
H 0.20 -0.10 -0.43
H 0.06 0.02 0.11
H -0.01 -0.22 -0.06



The following is a quantum chemistry calculation of a structure of composition C46H42ClFIMoN4O4P, from OMol25.

Summary:
**⟨S²⟩**: 2.047
**Net charge**: +2
**2S+1**: 3
**Kohn-Sham gap (spin up / spin down)**: 5.7 / 5.3 eV
**HOMO energy (spin up / spin down)**: -10.770 / -10.613 eV

CARTESIAN COORDINATES (ANGSTROEM)
Mo 0.122 0.082 -0.057
C 3.629 -0.203 1.975
C 3.814 -1.686 1.898
C 4.977 -2.271 2.387
C 5.162 -3.642 2.360
C 4.188 -4.470 1.820
C 3.017 -3.914 1.346
C 2.826 -2.532 1.384
P 1.216 -1.845 0.924
C 0.632 -2.774 -0.656
C 1.739 -3.291 -1.533
C 1.604 -3.231 -2.852
C -0.843 -3.515 -3.226
C -1.169 -3.959 -1.845
C -0.527 -3.750 -0.692
C -0.944 -4.464 0.556
C 0.182 -2.250 2.349
C 0.561 -3.081 3.401
C -0.272 -3.210 4.497
C -1.454 -2.486 4.558
C -1.833 -1.667 3.507
C -1.038 -1.553 2.373
C -1.483 -0.800 1.160
H 4.593 0.301 1.967
H 3.121 0.056 2.906
H 3.028 0.178 1.139
H 5.738 -1.637 2.817
H 6.060 -4.072 2.774
H 4.329 -5.540 1.786
H 2.237 -4.551 0.951
H 2.612 -3.710 -1.060
H 2.368 -3.569 -3.532
H -1.723 -3.091 -3.714
H -2.029 -4.617 -1.811
H -1.571 -5.321 0.317
H -1.501 -3.806 1.220
H -0.074 -4.819 1.104
H 1.499 -3.618 3.365
H 0.003 -3.869 5.306
H -2.090 -2.567 5.426
H -2.766 -1.123 3.562
H -2.198 -0.018 1.466
H -2.071 -1.501 0.541
Cl 0.781 -0.535 -6.935
C 0.691 -0.882 -5.246
C 0.513 -2.150 -4.848
C 0.360 -2.572 -3.412
I -0.470 -5.392 -4.350
C 0.210 -1.342 -2.566
O 0.146 -1.494 -1.212
C 0.698 -0.109 -2.945
N 0.995 0.764 -1.933
C 1.286 2.024 -2.282
C 1.306 2.453 -3.592
C 1.125 1.537 -4.639
C 0.847 0.227 -4.328
H 0.474 -2.935 -5.588
H 1.510 2.706 -1.468
H 1.498 3.494 -3.799
H 1.223 1.848 -5.668
C -3.192 7.127 -1.253
C -3.828 5.869 -0.669
N -3.049 4.670 -0.947
C -2.098 4.305 -0.068
C -1.426 3.114 -0.110
C -0.284 2.897 0.845
O 0.181 3.816 1.481
O 0.165 1.668 0.882
C -1.774 2.162 -1.127
O -1.407 0.957 -1.144
C -2.599 2.671 -2.200
C -2.752 1.913 -3.367
C -3.487 2.400 -4.414
F -3.638 1.628 -5.512
C -4.092 3.665 -4.370
C -3.963 4.400 -3.191
C -3.224 3.933 -2.104
N -4.770 4.210 -5.458
C -6.086 4.775 -5.301
C -6.168 6.059 -6.125
N -5.902 5.720 -7.547
C -4.576 5.063 -7.702
C -4.523 3.812 -6.823
H -3.808 7.990 -1.018
H -3.081 7.059 -2.332
H -2.208 7.276 -0.816
H -4.845 5.720 -1.043
H -3.890 5.981 0.415
H -1.879 5.003 0.730
H -2.286 0.941 -3.436
H -4.414 5.376 -3.151
H -6.288 4.988 -4.253
H -6.854 4.066 -5.652
H -5.404 6.764 -5.791
H -7.149 6.523 -6.032
H -5.951 6.563 -8.129
H -6.632 5.072 -7.872
H -3.806 5.769 -7.388
H -4.417 4.804 -8.749
H -3.534 3.369 -6.924
H -5.262 3.075 -7.174

Force components x, y, z for each atom (eV/Å):
Mo -0.64 0.15 -0.21
C -0.08 0.15 -0.06
C -0.07 -0.20 -0.15
C -0.01 -0.07 0.06
C -0.02 0.05 0.02
C -0.09 -0.06 0.02
C -0.02 0.13 0.00
C 0.03 0.30 -0.24
P 0.06 -1.45 0.91
C 0.53 -0.49 0.59
C 0.23 0.05 0.04
C 0.00 0.02 0.04
C 0.01 -0.11 -0.33
C 0.05 -0.22 0.09
C -0.27 0.15 -0.02
C -0.09 0.04 -0.02
C -0.15 0.29 0.10
C -0.08 0.10 -0.11
C 0.05 -0.08 0.02
C -0.01 -0.01 -0.05
C 0.04 -0.04 -0.03
C 0.29 -0.30 0.25
C -0.04 -0.03 -0.17
H -0.01 0.06 0.01
H -0.05 0.13 -0.01
H 0.20 -0.01 0.21
H 0.11 0.07 0.01
H 0.14 -0.02 -0.01
H 0.03 -0.07 0.02
H -0.02 -0.12 0.01
H 0.07 0.00 -0.05
H 0.18 -0.12 -0.04
H 0.09 -0.08 -0.03
H -0.02 -0.11 0.05
H 0.02 -0.02 -0.06
H -0.01 -0.05 0.12
H 0.03 -0.07 0.11
H 0.03 0.01 0.05
H 0.05 -0.02 0.11
H -0.06 -0.02 0.10
H -0.10 0.05 -0.02
H 0.26 -0.04 -0.25
H 0.14 0.22 -0.07
Cl 0.05 0.08 -0.18
C -0.09 -0.63 0.05
C -0.02 0.49 -0.12
C -0.09 0.05 0.52
I -0.16 0.35 0.22
C 0.08 0.74 -1.75
O -0.17 -1.25 -1.41
C -0.50 -0.80 0.26
N 0.14 -0.42 0.04
C 0.24 0.75 -0.46
C 0.11 0.31 0.71
C -0.19 -0.84 0.03
C 0.19 0.75 0.08
H -0.03 -0.06 -0.07
H -0.01 0.02 -0.06
H 0.11 0.05 0.00
H 0.01 0.00 -0.08
C -0.14 -0.20 0.07
C -0.12 0.74 -0.03
N 0.36 -0.19 0.27
C -0.12 -0.20 -0.09
C 0.21 -0.33 -0.34
C -0.43 1.65 0.06
O -0.29 -0.71 -0.34
O 0.95 1.10 1.62
C -0.05 0.17 0.50
O -0.83 0.52 -0.22
C -0.22 0.17 -0.24
C -0.15 0.20 -0.12
C 0.23 -0.25 0.20
F -0.04 0.12 0.13
C 0.21 -0.02 0.52
C -0.14 -0.09 -0.23
C 0.16 -0.74 -0.18
N -0.10 -0.08 -0.08
C 0.02 0.25 -0.05
C -0.35 0.01 0.95
N -0.26 0.21 -0.36
C 0.72 -0.63 -0.08
C 0.18 0.19 -0.15
H -0.02 0.09 0.01
H 0.04 0.02 -0.11
H 0.11 0.08 0.00
H 0.12 -0.06 0.10
H -0.09 -0.16 -0.12
H -0.03 0.02 0.07
H 0.04 -0.11 -0.01
H -0.01 0.18 -0.01
H -0.07 0.07 -0.10
H -0.05 0.03 0.08
H -0.04 -0.04 -0.18
H 0.01 -0.01 -0.21
H -0.07 -0.19 0.04
H 0.10 0.22 -0.05
H -0.17 0.04 -0.03
H -0.16 0.10 0.00
H -0.10 0.06 -0.07
H 0.08 -0.02 -0.01



The following is a quantum chemistry calculation of a structure of composition C41H50N2O4P2ReSSe4, from OMol25.

Summary:
**⟨S²⟩**: 3.773
**2S+1**: 4
**Kohn-Sham gap (spin up / spin down)**: 6.3 / 5.4 eV
**ΔE to the lowest compared entry with this formula, charge and spin**: 2.1226 eV
**HOMO energy (spin up / spin down)**: -6.478 / -6.986 eV

CARTESIAN COORDINATES (ANGSTROEM)
Re -1.934 1.019 -0.769
Se -3.811 0.273 -2.082
Se -5.487 -0.662 -0.720
Se -5.099 -0.060 1.403
Se -2.109 -0.227 1.237
C -4.694 3.378 -0.924
P -3.101 2.978 -0.128
C -3.510 3.301 1.615
C -2.078 4.440 -0.635
C -0.576 4.206 -0.496
P -0.074 2.567 -1.186
C 1.701 2.489 -0.763
C 0.010 2.943 -2.975
H -4.978 4.397 -0.660
H -5.444 2.673 -0.559
H -4.618 3.273 -2.006
H -4.000 4.270 1.715
H -2.588 3.263 2.194
H -4.172 2.501 1.950
H -2.400 5.293 -0.026
H -2.328 4.651 -1.682
H -0.302 4.187 0.561
H -0.006 5.000 -0.991
H 2.162 3.448 -1.007
H 2.173 1.699 -1.352
H 1.826 2.272 0.299
H 0.669 3.799 -3.130
H -0.987 3.164 -3.362
H 0.402 2.077 -3.508
C 3.703 -3.842 -1.123
C 2.196 -3.581 -1.190
C 1.463 -4.826 -1.707
O 1.733 -3.220 0.089
C 0.728 -2.240 -0.057
C 1.075 -1.555 -1.400
O 1.951 -2.461 -2.031
C -0.126 -1.168 -2.326
O -0.718 -0.084 -1.743
C -1.034 -2.376 -2.529
C -0.735 -3.264 -3.558
C -1.517 -4.385 -3.762
C -2.613 -4.629 -2.951
C -2.922 -3.748 -1.930
C -2.130 -2.631 -1.718
C 0.321 -0.653 -3.703
C -0.704 -0.319 -4.586
C -0.433 0.267 -5.808
C 0.879 0.530 -6.169
C 1.905 0.194 -5.302
C 1.631 -0.381 -4.068
C 0.694 -1.375 1.231
O -0.231 -0.332 1.063
C 0.382 -2.322 2.397
C -0.883 -2.876 2.545
C -1.204 -3.643 3.653
C -0.258 -3.891 4.629
C 1.028 -3.413 4.452
C 1.350 -2.646 3.345
C 1.974 -0.608 1.553
C 3.147 -0.617 0.814
C 4.216 0.190 1.180
C 4.135 1.007 2.293
C 2.983 0.987 3.063
C 1.921 0.187 2.696
H 3.899 -4.551 -0.325
H 4.241 -2.921 -0.913
H 4.052 -4.239 -2.071
H 1.744 -5.684 -1.101
H 1.729 -5.002 -2.745
H 0.389 -4.682 -1.637
H -0.258 -2.728 -0.142
H 1.601 -0.605 -1.206
H 0.124 -3.079 -4.186
H -1.266 -5.072 -4.559
H -3.219 -5.509 -3.111
H -3.777 -3.921 -1.294
H -2.382 -1.967 -0.896
H -1.730 -0.522 -4.301
H -1.245 0.518 -6.474
H 1.101 0.987 -7.124
H 2.932 0.382 -5.589
H 2.447 -0.636 -3.411
H -1.655 -2.709 1.804
H -2.202 -4.045 3.744
H -0.517 -4.453 5.514
H 1.791 -3.634 5.185
H 2.365 -2.294 3.236
H 3.262 -1.269 -0.034
H 5.123 0.174 0.592
H 4.969 1.637 2.570
H 2.917 1.587 3.960
H 1.030 0.163 3.304
C 0.978 4.959 3.884
N 0.489 3.836 4.630
C 0.442 3.653 5.990
C -0.134 2.454 6.228
N -0.436 1.898 5.008
C -0.056 2.749 4.021
S -0.175 2.559 2.388
H 1.419 5.693 4.553
H 0.155 5.412 3.326
H 1.724 4.615 3.164
H 0.822 4.385 6.672
H -0.343 1.955 7.152
H -0.902 1.020 4.838

Force components x, y, z for each atom (eV/Å):
Re 1.26 -0.50 -0.37
Se -0.60 0.01 -0.12
Se -0.40 -0.13 0.59
Se -0.28 -0.27 -0.53
Se -0.39 0.28 0.08
C 0.13 -0.11 -0.03
P -0.34 0.34 0.09
C 0.09 -0.02 -0.06
C -0.16 0.02 0.09
C 0.15 -0.03 -0.02
P 0.05 1.51 0.36
C -0.22 -0.34 0.06
C -0.14 -0.25 0.08
H -0.06 0.01 0.00
H -0.01 0.06 -0.04
H -0.01 0.01 0.08
H -0.02 0.05 0.06
H -0.09 0.04 0.06
H 0.04 0.13 -0.01
H 0.07 0.04 -0.19
H -0.07 0.00 0.11
H 0.05 0.08 -0.12
H -0.03 -0.04 0.06
H -0.03 -0.04 -0.01
H 0.01 0.01 0.06
H 0.02 -0.04 -0.01
H -0.02 0.00 0.00
H 0.06 0.00 -0.01
H -0.02 -0.01 -0.06
C -0.49 0.28 0.06
C 0.42 -0.74 -0.14
C 0.04 0.51 0.27
O 0.32 -0.09 0.03
C -0.48 0.25 -0.03
C -0.12 0.72 0.17
O 0.05 -0.13 -0.16
C 0.52 -1.01 -0.44
O -0.09 0.13 -0.04
C 0.03 0.08 -0.20
C -0.12 -0.01 0.13
C 0.04 -0.10 -0.13
C -0.09 -0.13 -0.02
C 0.06 -0.04 0.01
C -0.02 0.10 0.29
C 0.09 0.11 0.08
C -0.07 -0.01 -0.02
C -0.06 0.01 0.08
C 0.14 -0.02 -0.06
C 0.09 0.17 -0.14
C -0.08 -0.14 0.11
C 0.27 -0.63 -0.22
O -0.14 0.37 0.22
C 0.04 0.09 0.07
C -0.15 -0.06 -0.10
C -0.07 -0.03 -0.04
C 0.00 -0.03 0.09
C 0.09 -0.06 0.07
C -0.06 -0.08 0.03
C 0.10 0.02 -0.03
C -0.03 -0.07 0.01
C 0.16 0.09 -0.04
C 0.09 -0.02 -0.03
C 0.00 -0.03 0.09
C 0.08 0.04 -0.05
H 0.07 -0.16 0.04
H 0.01 0.07 0.03
H 0.05 -0.10 -0.09
H 0.06 -0.10 0.04
H 0.02 -0.06 -0.11
H -0.10 -0.03 0.00
H 0.21 0.17 0.09
H -0.12 -0.20 -0.09
H 0.04 -0.01 -0.08
H -0.01 -0.06 -0.05
H -0.07 -0.06 -0.04
H -0.07 -0.04 0.06
H 0.11 -0.05 -0.18
H -0.02 -0.01 0.01
H -0.06 0.02 -0.06
H 0.02 0.01 -0.06
H 0.03 0.02 0.02
H 0.08 -0.05 0.07
H 0.09 0.01 -0.04
H -0.13 -0.03 0.04
H 0.00 -0.10 0.02
H 0.08 -0.01 0.06
H 0.00 0.03 -0.02
H -0.05 -0.01 -0.09
H 0.04 -0.02 -0.06
H 0.07 0.04 0.03
H -0.03 0.10 0.08
H -0.04 0.03 -0.03
C 0.14 0.29 -0.30
N -0.27 -0.69 0.22
C -0.10 -0.20 0.57
C 0.18 0.31 0.45
N 0.12 0.26 -0.11
C 0.05 0.15 -0.54
S -0.13 -0.09 -0.34
H -0.02 -0.05 0.12
H 0.11 0.00 0.02
H -0.06 0.08 0.05
H 0.05 0.10 0.16
H -0.01 -0.02 0.14
H 0.07 0.11 -0.11



In order of appearance, E = -455.2401, -3564.8484, -12767.7438 Eh.